No. 1
# C5H10O2

A 3-piece molecular cluster, C5H10O2 overall (ωB97M-V/def2-TZVPD, the Open Molecules 2025 dataset).

Structure (XYZ):
```
17
Properties=species:S:1:pos:R:3:forces:R:3
O -1.5835 0.3930 -2.3600 0.549 0.082 -0.018
C -0.4013 0.4013 -2.1267 -0.342 0.021 -0.103
C 0.2577 1.1864 0.5484 -0.094 -0.124 0.088
C -0.6082 0.3143 1.0504 0.143 0.134 -0.002
C 0.1330 -0.8959 1.5445 -0.280 -0.076 0.079
O 1.4741 -0.7085 1.1142 0.081 -0.063 0.016
C 1.6411 0.5956 0.5804 0.057 0.266 -0.107
H -2.0062 -1.5179 -1.3102 -0.018 -0.132 0.093
H 0.1482 -0.4981 -1.7837 -0.143 0.047 -0.065
H 0.2096 1.3183 -2.2458 -0.079 -0.102 -0.049
H 0.0324 2.1730 0.1574 0.029 -0.148 0.059
H -1.6840 0.4332 1.1230 0.177 0.012 0.046
H -1.8733 -2.0940 -0.8539 -0.017 -0.003 -0.031
H -0.2479 -1.8443 1.1430 0.042 0.160 0.012
H 0.0861 -0.9555 2.6436 0.032 -0.036 -0.131
H 2.0868 0.5165 -0.4247 -0.052 0.041 0.152
H 2.3352 1.1826 1.1999 -0.088 -0.080 -0.037
```
Forces are in eV/Å.

Results
- E_LUMO (eV) = 0.75
- strongest force on any atom (eV/A) = 0.6
- HOMO level (eV) = -9.348
- HOMO-LUMO gap (eV) = 10.098
- energy above the lowest of the compared OMol25 structures with the same formula, charge and spin (eV) = 3.868
- SMILES = C1=CCOC1.[H][H].C=O


No. 2
# C5H10O2

C5H10O2 as an isolated structure (ωB97M-V/def2-TZVPD, the Open Molecules 2025 dataset).

Structure (XYZ):
```
17
Properties=species:S:1:pos:R:3:forces:R:3
C 1.7713 -1.2181 -0.9795 -0.005 -0.028 -0.323
C 0.8342 -0.7194 1.1398 0.014 -0.003 0.518
O 0.1911 0.4212 1.0577 0.035 0.128 -0.107
C -1.0856 0.3759 0.2776 -0.208 0.043 0.035
C -1.7854 1.6997 0.4518 0.008 0.057 -0.004
C -0.5379 0.0423 -1.0339 -0.103 0.125 -0.203
O -0.0013 -1.1250 -1.0715 0.372 -0.145 -0.138
H 2.2291 -0.2399 -0.8168 -0.106 -0.176 0.086
H 2.1797 -2.0165 -0.3608 -0.035 0.166 -0.127
H 1.8402 -1.4918 -2.0362 -0.135 0.084 0.291
H 0.2676 -1.6027 1.4295 0.043 -0.022 -0.091
H 1.8634 -0.6007 1.4546 -0.066 -0.058 -0.056
H -1.6603 -0.4578 0.7034 0.099 0.086 -0.014
H -2.8088 1.6429 0.0661 0.195 -0.048 0.054
H -1.8288 1.9555 1.5131 -0.027 0.002 -0.113
H -1.2614 2.4996 -0.0795 -0.018 -0.110 0.074
H -0.2072 0.8349 -1.7155 -0.063 -0.102 0.117
```
Forces are in eV/Å.

Results
- E_LUMO (alpha / beta) (eV) = 0.72 / 0.91
- strongest force on any atom (eV/A) = 0.5
- HOMO level (alpha / beta) (eV) = -6.822 / -6.912
- HOMO-LUMO gap (alpha / beta) (eV) = 7.542 / 7.826
- energy above the lowest of the compared OMol25 structures with the same formula, charge and spin (eV) = 6.491


No. 3
# C5H10O2

C5H10O2 as an isolated structure (ωB97M-V/def2-TZVPD, the Open Molecules 2025 dataset).

Structure (XYZ):
```
17
Properties=species:S:1:pos:R:3:forces:R:3
O -1.9764 -1.0391 0.8867 -0.273 -0.086 0.099
C -1.0231 -0.3155 1.6397 0.319 0.206 0.164
C 0.1624 0.0035 0.7806 -0.158 0.376 0.698
C 0.0766 0.2015 -0.6211 0.225 -0.053 -0.696
C 0.7362 1.3780 -1.4513 -0.418 0.630 0.207
O 1.4961 0.5127 -2.2832 -0.009 -0.046 0.008
C 1.2716 -0.4568 -1.2908 0.375 -0.166 -0.124
H -2.7697 -1.1383 1.4258 0.102 -0.025 -0.136
H -0.6922 -0.8777 2.5268 -0.076 0.045 -0.142
H -1.4714 0.6267 2.0114 0.066 -0.122 -0.073
H 0.5511 -1.7893 0.2551 0.145 -0.471 -0.514
H 1.0536 0.3457 1.3024 -0.113 -0.046 -0.065
H -0.8766 -0.0994 -1.0598 0.139 0.048 0.037
H 1.3811 1.9966 -0.8201 -0.058 -0.067 -0.100
H 0.0226 1.9814 -2.0175 0.110 -0.045 0.069
H 0.7439 -2.0025 -0.5190 -0.190 -0.121 0.670
H 2.1733 -0.6541 -0.6886 -0.186 -0.057 -0.102
```
Forces are in eV/Å.

Results
- E_LUMO (alpha / beta) (eV) = 0.41 / 0.21
- strongest force on any atom (eV/A) = 0.8
- HOMO level (alpha / beta) (eV) = -7.664 / -7.668
- HOMO-LUMO gap (alpha / beta) (eV) = 8.070 / 7.883
- energy above the lowest of the compared OMol25 structures with the same formula, charge and spin (eV) = 7.348


No. 4
# C5H10O2

A 3-piece molecular cluster, C5H10O2 overall (ωB97M-V/def2-TZVPD, the Open Molecules 2025 dataset).

Structure (XYZ):
```
17
Properties=species:S:1:pos:R:3:forces:R:3
C -0.2141 0.1495 -0.7433 -0.116 0.205 0.205
C 0.7859 -0.9633 1.2105 0.638 -0.550 0.480
C 0.8566 1.1518 -1.0285 -0.097 -0.103 0.009
C -1.0609 0.2720 0.2794 0.041 0.125 -0.402
C -1.8511 0.4613 1.2921 0.026 -0.001 -0.029
O -0.2714 -0.9520 -1.5218 -0.020 -0.067 -0.110
O 1.7324 -1.6452 0.4470 -0.215 0.111 0.024
H 0.2467 -0.8035 -2.3225 -0.014 0.013 0.073
H 1.2647 -2.2802 -0.1085 0.032 0.033 0.060
H 1.2728 -0.1960 1.8031 -0.025 0.048 -0.044
H 0.1071 -1.6069 1.7717 -0.033 0.035 -0.100
H -1.8463 1.1474 -1.2004 -0.243 0.179 -0.137
H 1.8271 0.6680 -0.8943 -0.006 0.031 -0.019
H 0.7734 2.0054 -0.3610 -0.014 -0.033 -0.003
H 0.7572 1.5061 -2.0572 0.025 -0.005 0.006
H -1.6060 0.0728 2.2744 0.008 0.001 -0.024
H -2.7740 1.0128 1.1593 0.011 -0.024 0.012
```
Forces are in eV/Å.

Results
- E_LUMO (alpha / beta) (eV) = 0.42 / 0.65
- strongest force on any atom (eV/A) = 1.0
- HOMO level (alpha / beta) (eV) = -6.627 / -6.746
- HOMO-LUMO gap (alpha / beta) (eV) = 7.042 / 7.399
- energy above the lowest of the compared OMol25 structures with the same formula, charge and spin (eV) = 8.226


No. 5
# C5H10O2

A single C5H10O2 molecule (ωB97M-V/def2-TZVPD, the Open Molecules 2025 dataset).

Structure (XYZ):
```
17
Properties=species:S:1:pos:R:3:forces:R:3
O -1.2129 1.9478 1.8414 -0.134 0.284 0.016
C -0.4317 1.3632 0.8076 -0.095 0.083 -1.034
C -0.1046 -0.0157 1.1871 0.569 0.310 1.301
C -0.3009 -1.1801 0.3644 0.137 -1.166 -1.455
C 0.8633 -1.6536 -0.6267 -0.925 -0.144 1.170
O 1.2936 -0.5514 -1.3480 0.777 0.526 -0.161
C 0.3406 0.2873 -1.7835 0.168 0.229 -1.252
H -1.0370 2.8956 1.8612 -0.083 -0.154 -0.014
H -0.9269 1.3021 -0.2035 -0.128 0.322 0.835
H 0.4462 1.9992 0.6139 0.094 -0.189 0.141
H 0.1413 -0.1521 2.2395 0.051 0.013 -0.157
H -0.5575 -2.0730 0.9485 -0.150 0.198 -0.069
H -1.0905 -0.9219 -0.3675 -0.086 -0.380 0.429
H 0.4327 -2.4301 -1.2731 0.082 0.069 -0.001
H 1.7314 -2.0561 -0.0983 -0.123 0.068 -0.063
H -0.4371 -0.1376 -2.4241 -0.083 0.020 0.216
H 0.7497 1.2465 -2.0900 -0.072 -0.089 0.097
```
Forces are in eV/Å.

Results
- E_LUMO (alpha / beta) (eV) = 0.71 / 0.28
- strongest force on any atom (eV/A) = 1.9
- HOMO level (alpha / beta) (eV) = -7.665 / -7.669
- HOMO-LUMO gap (alpha / beta) (eV) = 8.374 / 7.950
- energy above the lowest of the compared OMol25 structures with the same formula, charge and spin (eV) = 5.605


No. 6
# C5H10O2

A 2-piece molecular cluster, C5H10O2 overall (ωB97M-V/def2-TZVPD, the Open Molecules 2025 dataset).

Structure (XYZ):
```
17
Properties=species:S:1:pos:R:3:forces:R:3
C 0.4239 -0.7694 -2.3271 -0.081 0.677 -0.317
C 0.1705 0.4895 -1.5354 1.153 -0.458 0.194
C -0.0851 0.4529 -0.2336 -1.302 -0.560 0.420
O -0.0030 -0.7623 0.4677 -0.010 -0.099 -0.542
C -0.5725 1.5303 0.6160 0.680 -0.244 0.635
C -1.3256 2.5514 0.2584 -0.599 0.704 -1.153
H -0.5437 -1.0932 -2.7267 0.220 -0.237 -0.087
H 0.8776 -1.5731 -1.7577 -0.140 -0.013 0.221
H 1.0846 -0.5424 -3.1614 -0.063 -0.096 -0.153
H 0.4162 1.4424 -1.9880 -0.609 0.075 -0.092
H -0.8882 -1.0902 0.6623 -0.006 0.101 0.161
H -0.3037 1.3823 1.6555 0.491 0.475 0.107
H -1.8763 2.5751 -0.6781 0.537 -0.128 -0.330
H -1.4313 3.4812 0.7880 -0.259 -0.207 0.885
H 1.0873 -3.3850 2.4846 0.037 0.396 -0.374
H 1.0526 -2.0305 1.6473 -0.040 -0.290 -0.005
O 1.0571 -2.4210 2.5309 -0.008 -0.095 0.430
```
Forces are in eV/Å.

Results
- E_LUMO (eV) = 0.72
- strongest force on any atom (eV/A) = 1.5
- HOMO level (eV) = -8.883
- HOMO-LUMO gap (eV) = 9.598
- energy above the lowest of the compared OMol25 structures with the same formula, charge and spin (eV) = 2.571
- SMILES = C=C/C(O)=C/C.O


No. 7
# C5H10O2

C5H10O2 as an isolated structure (ωB97M-V/def2-TZVPD, the Open Molecules 2025 dataset).

Structure (XYZ):
```
17
Properties=species:S:1:pos:R:3:forces:R:3
C 1.9221 1.0360 0.2407 0.231 0.011 0.204
O 0.7250 0.9319 -0.4831 -0.084 0.036 -0.119
C 0.2112 -0.3431 -0.7896 -0.027 -0.070 -0.070
C 0.4759 -1.5056 0.1793 0.361 -0.072 -0.087
O -0.7838 -1.3168 0.8246 -0.121 -0.096 0.132
C -1.2372 -0.4826 -0.2628 -0.257 0.225 -0.186
C -1.9582 0.7529 0.2190 -0.007 -0.022 0.015
H 1.8370 0.6020 1.2451 0.029 0.052 -0.103
H 2.7791 0.5773 -0.2729 -0.131 0.022 0.008
H 2.1068 2.1063 0.3513 0.062 -0.127 -0.032
H 0.3786 -0.5570 -1.8544 -0.048 0.036 0.212
H 1.3183 -1.4393 0.8740 -0.113 -0.006 -0.108
H 0.5209 -2.4669 -0.3539 0.003 0.138 0.103
H -1.8669 -1.0668 -0.9503 0.091 0.035 0.102
H -2.4057 1.2971 -0.6191 0.078 -0.070 0.097
H -2.7539 0.4576 0.9083 0.030 -0.009 -0.103
H -1.2693 1.4171 0.7438 -0.097 -0.084 -0.065
```
Forces are in eV/Å.

Results
- E_LUMO (eV) = 1.01
- strongest force on any atom (eV/A) = 0.4
- HOMO level (eV) = -9.700
- HOMO-LUMO gap (eV) = 10.708
- energy above the lowest of the compared OMol25 structures with the same formula, charge and spin (eV) = 2.683


No. 8
# C5H10O2

A single C5H10O2 molecule (ωB97M-V/def2-TZVPD, the Open Molecules 2025 dataset).

Structure (XYZ):
```
17
Properties=species:S:1:pos:R:3:forces:R:3
C 2.0551 1.0668 -0.3697 0.246 0.064 0.009
O 0.6520 0.9504 -0.3674 -0.104 0.041 -0.048
C 0.2404 -0.3798 -0.5084 -0.021 -0.198 -0.058
C 0.4309 -1.2638 0.7326 0.361 -0.073 0.105
O -0.9813 -1.4285 0.8917 -0.116 -0.097 0.111
C -1.2641 -0.6043 -0.2570 -0.219 0.163 -0.219
C -2.1195 0.5926 0.0895 0.000 0.044 0.007
H 2.5086 0.5201 0.4708 -0.066 0.072 -0.119
H 2.4930 0.6850 -1.3059 -0.106 0.076 0.123
H 2.2913 2.1276 -0.2650 -0.006 -0.148 -0.037
H 0.6173 -0.8020 -1.4529 -0.039 0.070 0.173
H 0.8806 -0.7269 1.5774 -0.068 -0.075 -0.068
H 0.9471 -2.2205 0.5917 -0.076 0.105 -0.022
H -1.7454 -1.2058 -1.0402 0.091 0.080 0.090
H -2.3625 1.1721 -0.8065 0.055 -0.071 0.082
H -3.0548 0.2455 0.5404 0.126 0.025 -0.067
H -1.6055 1.2465 0.7967 -0.058 -0.077 -0.062
```
Forces are in eV/Å.

Results
- E_LUMO (eV) = 1.03
- strongest force on any atom (eV/A) = 0.4
- HOMO level (eV) = -9.682
- HOMO-LUMO gap (eV) = 10.710
- energy above the lowest of the compared OMol25 structures with the same formula, charge and spin (eV) = 2.484
- SMILES = CO[C@H]1CO[C@H]1C


No. 9
# C5H10O2

C5H10O2 as an isolated structure (ωB97M-V/def2-TZVPD, the Open Molecules 2025 dataset).

Structure (XYZ):
```
17
Properties=species:S:1:pos:R:3:forces:R:3
C 2.2225 -0.4379 0.7457 -0.004 -0.040 0.002
O 0.8246 -0.5179 0.4877 0.235 0.131 -0.415
C 0.4977 -0.0880 -0.8449 0.139 -0.027 0.117
C -1.0071 -0.0599 -1.0394 -0.326 0.649 0.275
C -1.9020 -0.4104 0.1214 0.020 -0.013 0.062
C -1.8804 1.1145 0.3145 0.198 -0.490 -0.080
O -0.8847 1.5633 1.1179 0.207 -0.732 -0.019
H 2.7906 -1.1092 0.0790 -0.192 0.174 0.167
H 2.3707 -0.7515 1.7854 -0.006 0.082 -0.285
H 2.5993 0.5918 0.6158 -0.150 -0.270 0.032
H 0.9389 0.9139 -1.0090 -0.124 -0.247 0.088
H 0.9593 -0.7732 -1.5796 -0.122 0.159 0.228
H -1.3608 -0.3256 -2.0394 0.102 0.098 0.296
H -2.8793 -0.7984 -0.1795 0.266 0.158 0.110
H -1.4520 -1.0227 0.9062 -0.077 0.197 -0.125
H -1.4713 1.2257 -0.9747 0.285 -0.363 -0.278
H -0.2936 0.8213 1.4089 -0.452 0.534 -0.175
```
Forces are in eV/Å.

Results
- E_LUMO (eV) = 0.85
- strongest force on any atom (eV/A) = 0.8
- HOMO level (eV) = -8.069
- HOMO-LUMO gap (eV) = 8.915
- energy above the lowest of the compared OMol25 structures with the same formula, charge and spin (eV) = 5.230


No. 10
# C5H10O2

C5H10O2 as an isolated structure (ωB97M-V/def2-TZVPD, the Open Molecules 2025 dataset).

Structure (XYZ):
```
17
Properties=species:S:1:pos:R:3:forces:R:3
C -1.4018 1.4704 0.6178 0.059 0.007 0.016
C -0.8269 0.0917 0.3416 -0.067 -0.090 0.019
O -0.9753 -0.2415 -1.0481 0.102 -0.469 -0.045
C 0.6103 -1.0181 -1.4799 -1.439 0.441 -0.059
C 1.0969 -1.3144 -0.0919 0.070 0.182 0.067
C 0.6643 -0.0818 0.7143 -0.218 -0.160 0.120
O 1.4457 1.0386 0.3532 -0.025 -0.057 -0.400
H -2.4255 1.5441 0.2348 0.209 -0.057 0.074
H -0.7836 2.2390 0.1454 -0.111 -0.107 0.054
H -1.4186 1.6636 1.6968 0.012 -0.040 -0.163
H -1.4086 -0.6816 0.8610 0.139 0.158 0.155
H -0.0474 0.0753 -1.7623 1.211 -0.545 0.304
H 0.2555 -1.9028 -2.0115 0.117 0.212 -0.090
H 0.6842 -2.2469 0.3282 0.038 0.296 -0.146
H 2.1908 -1.3962 -0.0830 -0.143 0.054 0.026
H 0.7867 -0.2124 1.7958 -0.067 -0.002 -0.191
H 1.5532 0.9729 -0.6120 0.113 0.176 0.257
```
Forces are in eV/Å.

Results
- E_LUMO (eV) = 0.95
- strongest force on any atom (eV/A) = 1.5
- HOMO level (eV) = -8.801
- HOMO-LUMO gap (eV) = 9.747
- energy above the lowest of the compared OMol25 structures with the same formula, charge and spin (eV) = 4.720


No. 11
# C5H10O2

C5H10O2 as an isolated structure (ωB97M-V/def2-TZVPD, the Open Molecules 2025 dataset).

Structure (XYZ):
```
17
Properties=species:S:1:pos:R:3:forces:R:3
C -2.1975 -0.5473 0.3085 0.085 -0.031 0.049
C -1.8008 0.8573 -0.0438 0.168 0.168 0.246
O -1.0399 1.5325 0.6114 -0.412 -0.325 -0.264
C 0.9747 -1.4524 -0.3258 0.001 -0.137 -0.212
C 1.8018 -0.4740 -0.6956 -0.049 -0.093 -0.027
C 1.8596 -0.1018 0.7633 0.203 0.252 0.181
O 0.9355 -1.2098 1.0323 -0.015 -0.105 0.024
H -3.2263 -0.5425 0.6900 0.122 0.027 -0.059
H -2.1876 -1.1793 -0.5871 -0.012 0.110 0.119
H -1.5155 -0.9401 1.0655 -0.158 0.032 -0.082
H -2.2689 1.2763 -0.9604 0.080 -0.001 0.083
H 0.6445 2.3901 -0.6351 0.097 0.063 -0.116
H 0.4188 -2.2797 -0.7552 0.094 0.139 0.027
H 2.2531 -0.1164 -1.6079 -0.105 -0.076 0.150
H 1.1960 2.3605 -1.1347 -0.018 0.088 0.006
H 1.4126 0.8469 1.0688 0.040 -0.155 -0.075
H 2.8099 -0.2843 1.2722 -0.120 0.044 -0.048
```
Forces are in eV/Å.

Results
- E_LUMO (eV) = 1.07
- strongest force on any atom (eV/A) = 0.6
- HOMO level (eV) = -8.924
- HOMO-LUMO gap (eV) = 9.998
- energy above the lowest of the compared OMol25 structures with the same formula, charge and spin (eV) = 4.453


No. 12
# C5H10O2

A single C5H10O2 molecule (ωB97M-V/def2-TZVPD, the Open Molecules 2025 dataset).

Structure (XYZ):
```
17
Properties=species:S:1:pos:R:3:forces:R:3
O -1.3667 -2.1839 -0.0500 -0.149 -0.205 -0.157
C -1.1816 -0.9659 -0.7493 0.026 0.465 -0.284
C -0.5156 0.0199 0.1881 -0.005 0.027 -0.124
C 0.8783 -0.4346 0.5657 0.319 -0.035 -0.841
C 1.5246 0.7983 1.0912 0.017 1.288 -1.323
O 1.3037 1.5500 -0.3073 0.279 0.669 1.918
C -0.1180 1.3778 -0.4881 -0.156 0.104 0.250
H -1.7591 -2.8200 -0.6598 0.055 0.060 0.174
H -0.5280 -1.1067 -1.6262 -0.113 -0.020 0.105
H -2.1402 -0.5578 -1.1026 0.052 -0.105 0.026
H -1.1866 0.2077 1.0395 0.282 -0.171 -0.058
H 1.1016 -1.4582 0.8637 -0.290 0.353 0.566
H 1.4171 -0.1374 -0.3737 -0.220 -2.694 -0.127
H 2.5734 0.6340 1.3981 -0.344 0.623 -0.759
H 1.0160 1.4673 1.7812 -0.139 -0.302 0.358
H -0.4148 1.3731 -1.5521 0.614 0.085 0.259
H -0.6041 2.2365 -0.0183 -0.226 -0.140 0.018
```
Forces are in eV/Å.

Results
- E_LUMO (eV) = 0.92
- strongest force on any atom (eV/A) = 2.7
- HOMO level (eV) = -9.555
- HOMO-LUMO gap (eV) = 10.471
- energy above the lowest of the compared OMol25 structures with the same formula, charge and spin (eV) = 3.346
- SMILES = OC[C@H]1CCOC1